1.
Computed, not measured: a structure of composition C24H33CdNO5P2S2Se3Te in a non-equilibrium geometry, with wB97M-V/def2-TZVPD.

CARTESIAN COORDINATES (ANGSTROEM)
1 Cd 0.8727 1.5370 -0.3139
2 C 0.7762 0.3291 4.0565
3 C 0.1171 -0.9136 4.0718
4 C -0.2485 -1.4866 2.8512
5 C -0.0520 -0.8051 1.6215
6 C 0.5846 0.4474 1.5997
7 C 0.9948 0.9417 2.8466
8 C -0.4813 -1.4406 0.3440
9 C -1.5562 -2.4257 0.3393
10 C -2.0126 -2.8916 -0.8382
11 C -1.4511 -2.4210 -2.0839
12 C -1.8298 -2.8961 -3.3821
13 C -1.1943 -2.3376 -4.4863
14 C -0.0824 -1.4861 -4.3817
15 C 0.2980 -1.0172 -3.1393
16 C -0.3961 -1.5051 -1.9963
17 N -0.0013 -0.9924 -0.7837
18 H 1.1147 0.8051 4.9695
19 H -0.1026 -1.5001 4.9386
20 H -0.6423 -2.5234 2.8213
21 H 1.6130 1.8242 2.8415
22 H -1.9008 -2.8843 1.2078
23 H -2.7953 -3.6564 -0.8751
24 H -2.5125 -3.6754 -3.5648
25 H -1.5505 -2.6586 -5.4473
26 H 0.5050 -1.1801 -5.2524
27 H 1.1396 -0.3697 -2.9743
28 Se 4.4814 2.0872 0.8173
29 Se 6.0757 0.5031 1.7882
30 Te 2.4211 3.2048 -1.9032
31 Se 3.9913 1.0536 -1.2553
32 C 1.6680 -5.1092 -0.8934
33 O 1.8376 -3.8544 -1.5605
34 P 2.7582 -2.6126 -1.1364
35 O 2.3733 -2.6691 0.4636
36 C 3.3939 -2.0025 1.3419
37 O 4.2664 -3.2751 -0.9060
38 C 5.4232 -2.5336 -1.1366
39 H 2.4556 -5.9006 -1.1112
40 H 0.7702 -5.5219 -1.2167
41 H 1.6587 -5.0433 0.2230
42 H 4.3441 -2.6406 1.3420
43 H 3.0071 -2.0699 2.4156
44 H 3.6048 -1.0411 1.0567
45 H 5.3174 -1.4764 -0.9080
46 H 5.6880 -2.5891 -2.1878
47 H 6.2409 -2.9869 -0.5154
48 C -3.2464 1.2463 1.8694
49 C -3.6549 1.8320 0.5527
50 C -3.9140 0.6641 -0.3923
51 O -2.6502 2.7815 0.1693
52 P -2.2465 3.2558 -1.3240
53 S -3.7914 4.0242 -2.3132
54 S -1.1081 1.9236 -2.1274
55 O -1.2464 4.4729 -0.8855
56 C -1.1596 5.3048 0.2385
57 C -2.4843 5.7853 0.8197
58 C -0.3135 4.5713 1.2631
59 H -3.9960 0.6979 2.3722
60 H -2.8885 2.0156 2.5195
61 H -2.3862 0.5600 1.7163
62 H -4.6112 2.4067 0.6134
63 H -3.0517 0.0292 -0.5902
64 H -4.2575 1.0574 -1.3919
65 H -4.7338 -0.0026 -0.0911
66 H -0.6369 6.1692 -0.1393
67 H -2.8884 5.1401 1.6007
68 H -3.2240 5.8761 0.0224
69 H -2.2285 6.7578 1.2537
70 H -0.8088 3.6525 1.6329
71 H -0.0328 5.1712 2.1550
72 H 0.5767 4.2669 0.7487

For the molecular weight, the calculation gives 1018.5 g mol⁻¹. Its energy above the lowest of the compared OMol25 structures with the same formula, charge and spin is 58.8 kJ/mol. The frontier orbital gap is 5.20 eV. Its charge is -2.

Atomic partial charges in e from the Mulliken method, atoms 1 to 2: 0.4003, -0.6238

***

2.
Computed, not measured: a structure of composition C24H33ClHfN2O in a non-equilibrium geometry, with wB97M-V/def2-TZVPD.

CARTESIAN COORDINATES (ANGSTROEM)
1 C 0.2190 0.8285 -5.8443
2 C 1.6114 1.3394 -5.8595
3 C -0.0402 -0.6254 -5.7999
4 C -0.8964 1.7846 -5.9675
5 Cl 0.7934 1.6376 -1.5602
6 H -0.0951 -1.1129 -6.8259
7 H -0.9911 -0.7747 -5.2528
8 H 0.7511 -1.0999 -5.1884
9 H 2.0240 1.5111 -6.8947
10 H 2.2570 0.6307 -5.3241
11 H 1.6594 2.2854 -5.3002
12 H -1.1498 2.0674 -7.0317
13 H -0.6594 2.6952 -5.4038
14 H -1.7733 1.3508 -5.4824
15 C 2.0891 -1.6936 0.8627
16 C 1.0241 -2.1528 -0.0370
17 C 1.3314 -1.6123 -1.3349
18 H 0.3635 -3.0052 0.1085
19 C 2.4075 -0.7010 -1.1903
20 C 2.8875 -0.7413 0.1738
21 H 3.7846 -0.2300 0.5779
22 H 2.2818 -2.0856 1.8893
23 H 0.7963 -1.9300 -2.2084
24 H 2.9180 -0.1449 -1.9554
25 C -2.5517 1.1720 0.2483
26 C -2.5276 -0.0906 0.9106
27 C -1.9754 -1.0751 -0.0269
28 H -2.8972 -0.3110 1.9501
29 C -1.9058 -0.4308 -1.3114
30 C -2.1848 0.9415 -1.1246
31 H -2.2586 1.6952 -1.8813
32 H -2.9161 2.1202 0.6941
33 H -1.9813 -2.1538 0.1215
34 H -1.7492 -1.0012 -2.2074
35 Hf 0.1243 0.0756 -0.1469
36 C 2.3569 3.2471 7.5426
37 C 0.9307 2.7221 7.4613
38 N 0.8098 1.4919 6.6128
39 C 1.3921 0.2572 7.2096
40 C 0.8015 0.0307 8.5819
41 C 0.7896 1.7264 5.2553
42 O 1.0210 2.8530 4.7988
43 C 0.3274 0.6213 4.3491
44 C -0.3468 -0.5273 4.8423
45 C -0.6160 -1.5224 3.9085
46 C -0.3774 -1.2748 2.5724
47 N 0.0688 -0.0878 2.0751
48 C 0.5172 0.8446 2.9796
49 H 3.0343 2.4597 7.9227
50 H 2.3650 4.1045 8.2313
51 H 2.6753 3.5773 6.5408
52 H 0.5361 2.4731 8.4615
53 H 0.2851 3.4700 6.9828
54 H 1.1521 -0.6022 6.5757
55 H 2.5005 0.3215 7.2509
56 H -0.2888 0.0810 8.5343
57 H 1.0830 -0.9605 8.9341
58 H 1.1712 0.7487 9.3058
59 H -0.6407 -0.6258 5.8875
60 H -0.9915 -2.4983 4.1821
61 H -0.5773 -2.0614 1.8769
62 H 0.9516 1.7780 2.6140

For the molecular weight, the calculation gives 579.5 g mol⁻¹. The frontier orbital gap is 5.07 eV. Its charge is +2.

Atomic partial charges in e from the natural (NBO) method, atoms 1 to 2: 0.6651, -0.7721